18
Properties=species:S:1:pos:R:3 method="wB97M-V/def2-TZVPD" e_tot_ha=-1308.4267 orbital_gap_ev=8.23 e_above_lowest_ev=0.612 homo_ha=-0.3582 total_charge=0
C -0.409 1.444 -1.771
C -0.129 0.105 -1.654
C -0.584 2.157 -0.619
C 0.210 -0.528 -0.473
C 0.226 0.277 0.687
C 0.262 -2.030 -0.678
N -0.255 1.501 0.536
O 1.507 -1.498 2.246
O 0.840 0.631 3.250
O -0.930 -0.935 2.466
F -0.723 -2.289 -1.465
F 1.441 -2.427 -1.164
F 0.044 -2.679 0.498
F -0.530 2.141 1.651
S 0.483 -0.511 2.428
H -0.503 1.790 -2.767
H -0.096 -0.349 -2.593
H -0.853 3.201 -0.576